The following is a DFT calculation (ωB97M-V with the def2-TZVPD basis set) of 2 unconnected molecules or ions with the total composition C6H6N2O2.

Summary:
SMILES string ... O=c1cc[nH]c(=O)[nH]1.C#C
E_HOMO ... -9.59 eV
Frontier orbital gap ... 9.8 eV
LUMO level ... 0.2 eV
Energy relative to the best compared isomer or geometry (same formula, charge and spin) ... 355.7 kJ/mol

The geometry in XYZ format:
```
16
Properties=species:S:1:pos:R:3:nbo_charge:R:1
O 2.4566 2.2473 0.2569 -0.5834
O -0.9049 -0.4375 -0.1766 -0.6230
N 0.8266 0.8362 -0.3998 -0.6181
N 2.9645 0.0334 0.2575 -0.6404
C -4.7791 0.7405 -0.3155 -0.2498
C 1.2426 -1.5029 -0.1148 -0.3768
C 2.5323 -1.3172 0.0727 0.0846
C 2.1236 1.1423 0.1111 0.7872
C -5.2417 0.0291 0.5309 -0.2734
C 0.3875 -0.4128 -0.2561 0.5843
H -5.3544 -0.5767 1.5252 0.2606
H 0.6156 -2.4891 -0.0914 0.2723
H 0.2567 1.7372 -0.6255 0.4562
H 4.0543 0.3183 0.1780 0.4392
H 3.3099 -2.0009 0.0743 0.2181
H -4.4898 1.6527 -1.0267 0.2625
```